Entry 1:
Here is a structure of composition C20H36B2Be2Br2Cl3FIMgN5O9 from the Open Molecules 2025 dataset. Energies are from ωB97M-V/def2-TZVPD.

XYZ file:
```
82
Properties=species:S:1:pos:R:3:forces:R:3:lowdin_charge:R:1
C -0.54520 3.59581 -1.17037 0.4 0.1 -0.4 -0.12
C 0.82134 4.27681 -0.77920 -0.7 -0.3 -1.1 -0.21
C 1.92473 3.75218 -1.77766 0.0 1.2 0.5 -0.24
C 3.24488 3.20233 -1.13106 -1.0 0.5 -0.5 -0.10
C 3.32597 1.64463 -0.82338 0.9 -0.3 0.7 -0.19
B 4.14043 1.75275 0.59213 0.5 -0.1 1.2 -0.57
N 3.44177 1.97707 1.89743 0.3 -0.2 -1.4 0.17
O 5.52094 1.71856 0.64004 -1.6 -1.2 -0.6 0.14
C 1.99640 0.80631 -0.74328 -0.4 0.6 0.0 -0.05
C 1.12883 0.42241 0.44799 -0.2 0.5 0.1 -0.13
C 0.35113 1.35476 1.22595 0.3 -2.2 0.5 0.00
C -0.31746 0.73277 2.31435 0.8 0.4 -1.0 -0.02
C -0.15585 -0.65886 2.53487 -1.3 -0.6 1.6 -0.12
N 0.53530 -1.58231 1.83642 -0.1 3.2 -0.7 0.11
C 1.14584 -0.94980 0.81367 1.0 -0.9 -1.4 -0.10
N 1.74260 0.31399 -1.93234 1.0 0.7 0.7 0.13
C 2.80358 0.65531 -2.89719 1.4 -0.6 -1.8 -0.20
B 2.89574 -0.13503 -4.31630 -0.3 -1.2 -0.9 -0.62
N 3.64686 0.45416 -5.43942 -0.1 -0.6 1.3 0.14
O 2.25195 -1.36179 -4.56643 -0.2 1.5 0.7 0.11
C 4.01199 0.66170 -1.92437 0.3 1.4 1.7 -0.56
I 5.85442 1.39552 -2.85928 0.6 0.2 1.0 1.53
C 4.50328 -0.55300 -1.11401 0.5 -4.0 -1.8 -0.16
C 4.68391 -1.88474 -2.04010 2.4 1.3 -0.4 -0.25
C 6.12917 -2.06558 -2.65920 -3.4 -0.8 1.8 -0.05
O 5.57764 -2.88328 -1.51580 -0.4 1.6 -1.8 -0.06
H -0.53025 2.50794 -0.92285 -0.3 0.7 0.0 0.03
H -0.65287 3.62956 -2.28492 0.1 0.1 0.8 0.08
H -1.43914 4.11842 -0.77035 0.6 -0.5 0.1 0.09
H 1.12119 4.12294 0.27808 -0.3 0.2 -0.5 0.09
H 0.65383 5.36506 -0.95510 0.4 -0.7 0.4 0.12
H 2.22534 4.64433 -2.37902 -0.2 -0.8 0.4 0.10
H 1.41882 3.08177 -2.49395 0.6 0.0 0.6 0.02
H 4.08569 3.54738 -1.78061 -0.4 -0.8 0.5 0.10
H 3.38396 3.78571 -0.18330 0.0 -0.5 -0.6 0.13
H 3.04448 1.11215 2.26030 -0.2 0.5 0.2 0.08
H 2.73369 2.69858 1.76584 -0.2 -0.5 0.5 0.06
H 5.73903 1.20689 1.44314 0.5 0.9 0.0 0.14
H 0.29013 2.42495 0.99697 0.0 -0.7 0.2 0.09
H -0.92920 1.33060 3.01100 0.4 -0.5 -0.4 0.12
H -0.70065 -1.07859 3.40807 0.5 0.4 -0.6 0.10
H 1.76214 -1.63087 0.18199 -0.4 0.6 0.4 0.13
H 0.94951 -0.31819 -2.19721 0.7 0.5 0.7 -0.06
H 2.83939 1.69655 -3.32619 -0.9 -0.7 1.0 0.05
H 4.05003 -0.32042 -5.97080 -0.2 0.3 -0.2 0.10
H 2.97884 0.95438 -6.03728 0.5 0.1 0.1 0.01
H 1.39329 -1.35373 -4.10608 0.4 -0.7 0.0 0.04
H 5.53939 -0.45609 -0.72210 -0.9 0.6 0.0 0.11
H 3.85731 -0.97042 -0.31085 0.0 1.1 -0.2 0.12
H 3.80253 -2.21524 -2.66779 1.0 0.1 0.9 0.14
H 6.93829 -1.38814 -2.34486 -0.4 -0.5 -0.4 0.09
H 6.04977 -2.58025 -3.62860 0.8 0.2 0.6 0.11
C -3.36851 -0.97895 3.87683 -0.2 0.4 0.0 -0.34
O -2.64417 -1.01884 4.83971 0.0 -0.3 -0.2 0.06
N -4.09274 -2.03259 3.39520 -0.2 0.0 -0.1 -0.17
C -4.93633 -1.91508 2.24419 0.8 0.1 0.1 -0.08
C -4.00072 -3.31689 4.08161 0.2 0.1 0.2 -0.01
H -3.50635 -0.05217 3.29244 -0.1 0.0 -0.1 0.14
H -5.97947 -2.15928 2.54616 0.8 0.3 0.1 -0.02
H -4.60721 -2.61912 1.47505 -0.3 0.0 -0.1 0.12
H -4.90747 -0.90318 1.83875 0.0 0.0 0.1 0.11
H -4.32143 -3.19571 5.11711 0.0 -0.1 0.0 0.11
H -2.96390 -3.65459 4.07692 -0.1 -0.1 0.1 0.10
H -4.62775 -4.05686 3.58843 0.0 0.1 0.0 0.08
F 7.83137 1.24645 -1.19101 -1.6 -0.1 -1.3 -0.51
O -8.05824 -5.78515 3.94683 -0.6 0.8 1.0 -0.28
Cl -8.36810 -4.69066 3.05628 -0.4 -3.1 -1.8 0.71
O -9.47603 -3.92460 3.62381 0.1 -0.1 1.1 -0.34
O -8.73141 -5.18823 1.78306 0.3 0.7 0.1 -0.20
O -7.18939 -3.82136 2.91423 0.2 -0.9 0.9 -0.42
Mg -7.75506 -2.29234 2.04748 -1.4 2.8 -0.1 1.09
C 1.21766 3.63774 -6.28089 -0.1 0.2 -0.3 -0.92
Cl 1.04234 2.14064 -7.20259 -0.1 0.0 0.0 0.58
Cl 2.14921 3.37793 -4.79221 -0.1 0.4 -0.7 0.66
H 1.73373 4.37108 -6.89321 0.1 -0.1 0.1 0.04
H 0.23082 4.00432 -6.01584 0.1 -0.1 0.1 0.04
O -9.29137 -0.21535 4.84732 0.8 -0.5 -1.4 -0.27
H -9.36895 -1.17274 4.77907 -0.3 -0.3 0.4 -0.17
Be -9.64086 -5.23031 5.14756 0.7 0.1 0.8 0.64
Br -8.75785 -5.34037 7.83274 -0.2 -0.1 0.0 -0.11
Br -8.27442 -5.83193 10.22780 -0.2 0.2 -1.1 0.05
Be -0.81312 -0.05631 -2.98972 -1.0 0.0 -0.4 0.53
```
Positions in Å, forces in eV/Å.

Computed properties:
Charge   +2
Max |F|   4.42 eV Å⁻¹
Gap between HOMO and LUMO   0.75 eV


Entry 2:
Here is a structure of composition C20H36CuF2NOP from the Open Molecules 2025 dataset. Energies are from ωB97M-V/def2-TZVPD.

XYZ file:
```
62
Properties=species:S:1:pos:R:3:forces:R:3:lowdin_charge:R:1
Cu -2.74495 -0.19811 1.05931 -2.4 0.9 0.8 0.03
N -2.74495 -0.19811 4.23041 -0.1 0.0 1.9 0.10
C -2.74495 -0.19811 3.06041 0.4 -0.2 -0.1 -0.14
H -2.74495 -0.19811 5.24131 -0.1 0.1 -0.9 0.07
O -0.87215 -0.19811 1.05931 3.6 -0.6 -1.7 -0.51
P -0.02325 -0.03031 -0.23399 -3.1 0.2 2.7 0.95
C 1.78225 -0.02641 0.40011 0.3 -0.2 -1.1 -0.30
C 2.30865 -1.41501 0.88431 0.4 0.0 0.0 -0.21
C 1.90685 -1.66761 2.33251 -0.5 -0.1 0.2 -0.20
C 2.61495 -0.64501 3.25831 0.2 -0.1 0.3 -0.20
C 3.00425 0.67279 2.53721 0.3 -0.4 -0.2 -0.21
C 1.92495 1.04999 1.52821 -0.6 0.3 0.2 -0.21
C -0.62535 1.63079 -0.92949 0.8 -0.1 -0.6 -0.32
C 0.21625 2.14379 -2.14629 -0.2 0.4 -0.3 -0.21
C 1.11565 3.30819 -1.74739 0.2 0.1 0.2 -0.22
C 0.27105 4.50449 -1.24689 0.1 0.4 0.0 -0.21
C -1.01635 4.07539 -0.49939 0.0 -0.2 -0.5 -0.21
C -0.81245 2.71879 0.17101 0.8 0.4 0.1 -0.26
C -0.72165 -1.42101 -1.33669 0.7 0.2 -0.8 -0.31
C -0.77915 -2.77911 -0.57099 -0.1 0.0 0.5 -0.20
C -0.82185 -3.93951 -1.55799 -0.1 0.1 -0.4 -0.21
C 0.48615 -3.97481 -2.39579 0.0 -0.4 -0.1 -0.20
C 1.04835 -2.56901 -2.73809 0.3 0.0 0.0 -0.21
C -0.07725 -1.54681 -2.75289 -0.5 -0.5 -0.3 -0.21
H 2.43105 0.22279 -0.46739 -0.3 0.3 0.4 0.11
H 3.42085 -1.42781 0.85941 -0.5 0.3 -0.2 0.12
H 2.01955 -2.21901 0.20101 -0.2 0.1 0.2 0.07
H 2.14355 -2.69751 2.67501 -0.1 0.5 -0.3 0.11
H 0.80505 -1.54511 2.38901 0.5 -0.1 0.1 0.11
H 3.55925 -1.06591 3.66561 -0.6 0.0 -0.1 0.10
H 1.93175 -0.45861 4.11561 0.5 0.1 -0.4 0.11
H 3.95035 0.53909 1.96861 -0.3 0.0 0.5 0.11
H 3.17705 1.46859 3.29301 -0.2 -0.3 -0.6 0.11
H 2.13125 2.04159 1.08561 -0.2 -0.5 0.2 0.10
H 0.99335 1.11649 2.12911 0.2 0.0 -0.7 0.12
H -1.63775 1.40939 -1.33209 0.4 -0.3 0.6 0.11
H -0.46665 2.53449 -2.93349 0.3 -0.5 0.3 0.12
H 0.82765 1.34369 -2.59149 -0.2 0.2 0.0 0.08
H 1.78035 3.64069 -2.57349 -0.3 -0.3 0.4 0.11
H 1.76825 2.93909 -0.93249 -0.1 0.3 -0.3 0.09
H -0.04695 5.15849 -2.08769 0.5 -0.3 0.3 0.10
H 0.93755 5.10229 -0.58809 -0.5 -0.1 -0.3 0.10
H -1.84985 3.94769 -1.22679 0.4 0.3 0.4 0.12
H -1.31375 4.87439 0.21261 0.1 -0.6 -0.3 0.11
H -1.67955 2.44519 0.80931 0.2 -0.3 -0.3 -0.01
H 0.06855 2.82239 0.82491 -0.1 -0.3 -0.2 0.09
H -1.77185 -1.11751 -1.54219 0.5 0.3 0.7 0.11
H -1.65265 -2.77831 0.11521 0.5 0.2 -0.4 0.10
H 0.10455 -2.95401 0.05411 -0.1 0.3 0.1 0.09
H -1.69615 -3.76671 -2.22289 0.5 -0.3 0.2 0.12
H -0.96945 -4.92171 -1.05919 0.0 0.6 -0.2 0.11
H 0.24295 -4.53961 -3.32199 0.4 0.3 0.4 0.10
H 1.29585 -4.52621 -1.86979 -0.6 0.1 -0.2 0.11
H 1.60115 -2.61791 -3.70059 -0.3 0.1 0.5 0.11
H 1.76745 -2.23221 -1.96859 -0.1 -0.3 -0.3 0.09
H -0.83175 -1.93631 -3.47309 0.2 0.4 0.4 0.12
H 0.23235 -0.57361 -3.15339 0.0 -0.2 0.2 0.08
F -5.25735 0.94899 0.44221 -1.2 -0.1 -0.2 -0.13
C -4.79685 -0.19811 1.05931 3.4 -0.5 0.1 -0.48
F -5.25735 -1.30601 0.37441 -1.9 -0.5 -0.5 -0.14
H -5.16665 -0.22951 2.10481 -0.7 0.1 -0.5 0.04
H -2.74495 1.45749 1.05931 -0.6 0.4 0.2 0.00
```
Positions in Å, forces in eV/Å.

Computed properties:
Charge   -1
Max |F|   4.08 eV Å⁻¹
Energy above the lowest of the compared OMol25 structures with the same formula, charge and spin   0.0 kJ/mol
Gap between HOMO and LUMO (alpha / beta)   3.37 / 3.37 eV


Entry 3:
Here is a structure of composition C20H36F6NiO10S3 from the Open Molecules 2025 dataset. Energies are from ωB97M-V/def2-TZVPD.

XYZ file:
```
76
Properties=species:S:1:pos:R:3:forces:R:3:lowdin_spin:R:1
Ni 0.08678 -0.64400 0.49169 1.2 -0.3 1.0 1.82
C -1.10211 -1.56094 2.96098 3.5 0.5 -1.9 0.01
O -1.85534 -1.34811 1.74946 -1.3 0.2 0.6 0.01
O 0.22275 -1.16989 2.56384 -2.7 0.2 0.5 0.04
C -1.64451 -0.84700 4.31388 -0.3 -1.4 -0.2 0.00
F -1.55146 0.47831 4.36826 -0.1 0.4 -0.8 0.00
F -2.93966 -1.20986 4.48511 -0.8 0.5 -0.8 0.00
F -1.13494 -1.26609 5.47934 1.4 -0.5 -0.4 0.00
C -3.27126 -1.73091 1.60340 1.3 2.0 0.0 0.00
C -3.57045 -1.27152 0.21020 -1.0 0.5 -1.3 0.00
H -2.92521 -1.52080 -0.63219 0.4 -0.9 0.5 0.00
H -4.57816 -1.57055 -0.07825 -0.2 -0.1 0.0 0.00
H -3.55042 -0.18469 0.12960 -0.1 0.2 0.5 0.00
H -3.79345 -1.04514 2.27060 -0.4 -0.4 0.1 0.00
H -3.59495 -2.74550 1.83567 0.8 -0.3 0.0 0.00
H -1.11270 -2.65084 2.97156 -0.2 -0.3 1.6 0.00
C 3.29681 0.36186 -0.18376 -2.9 -0.6 2.0 0.01
O 3.03896 1.69687 -0.59983 2.0 1.7 -1.6 0.00
O 2.04475 -0.33632 -0.14260 2.5 0.8 -0.8 0.03
C 4.47415 -0.40570 -0.87670 0.2 0.0 0.0 0.00
F 4.56698 -1.66564 -0.24572 -0.2 1.7 -1.9 0.00
F 4.37900 -0.41846 -2.24102 -0.3 -1.1 1.4 0.00
F 5.71367 0.15950 -0.67518 -1.1 -0.3 0.4 0.00
C 4.20917 2.64874 -0.63969 -0.9 1.0 0.2 0.00
C 3.66367 4.05936 -0.99425 -1.1 -0.4 -1.2 0.00
H 2.83798 4.43965 -0.39282 0.0 -0.4 0.3 0.00
H 4.26995 4.93619 -1.22161 1.2 -0.4 0.9 0.00
H 3.28377 3.96596 -2.01162 -0.7 -0.4 -0.1 0.00
H 4.97386 2.47081 -1.39580 -0.3 -0.8 -0.2 0.00
H 4.75121 2.70635 0.30423 -0.3 -0.5 0.4 0.00
H 3.68070 0.54231 0.82032 0.3 -0.7 0.6 0.00
C 0.10752 3.75215 2.03703 -0.9 -1.0 -1.4 0.00
C -1.34035 3.75589 2.65957 0.7 2.1 1.8 0.00
C -2.33822 2.81651 2.02991 1.0 -0.7 -0.4 0.00
S -1.56939 2.50807 0.40332 0.3 0.9 -0.5 0.00
O -2.39205 3.03253 -0.69195 0.2 -1.5 0.7 0.00
O -1.05495 1.13314 0.45645 -0.6 1.6 -0.2 0.01
C -0.19160 3.70235 0.48279 -0.7 -0.6 1.9 0.00
H 0.58551 2.84297 2.40175 0.1 -0.2 -0.3 0.00
H 0.81927 4.55022 2.24826 -0.6 0.3 0.3 0.00
H -1.84361 4.71922 2.74213 0.5 0.6 -1.0 0.00
H -1.24822 3.64669 3.74016 0.1 -1.0 0.1 0.00
H -3.33865 3.24148 1.94838 0.2 -0.2 -0.2 0.00
H -2.32082 1.87141 2.57265 -0.3 -0.1 -0.4 0.00
H -0.67156 4.65671 0.26616 0.1 -0.1 -0.4 0.00
H 0.55113 3.41358 -0.26088 0.2 -0.1 0.4 0.00
C 1.05868 -5.76895 1.34278 -0.2 0.6 -0.5 0.00
C 2.15909 -4.70911 1.11718 0.3 0.9 0.2 0.00
C 2.13814 -4.17408 -0.35428 -1.2 -1.4 0.5 0.00
S 0.31821 -3.98576 -0.61353 1.5 1.1 -0.6 0.00
O -0.00653 -4.38916 -1.98074 -0.3 0.8 1.5 0.00
O -0.04800 -2.61519 -0.08824 0.3 -3.7 -1.0 0.02
C -0.18690 -5.28400 0.58144 -1.0 0.1 -0.2 0.00
H 0.83404 -5.95069 2.39378 0.1 0.5 0.1 0.00
H 1.42157 -6.74302 1.01478 -0.3 0.0 -0.6 0.00
H 3.09683 -5.18792 1.39911 0.2 0.5 -0.2 0.00
H 1.96681 -3.84593 1.75440 0.2 0.0 0.3 0.00
H 2.50359 -4.99020 -0.97758 -0.5 -0.1 -0.4 0.00
H 2.61291 -3.27264 -0.74171 0.0 0.3 1.0 0.00
H -0.74056 -6.08550 0.09241 0.5 0.1 -0.7 0.00
H -1.00553 -4.79201 1.10669 0.5 0.2 0.8 0.00
C -1.44073 2.41982 -3.82624 0.3 0.8 -0.6 0.00
C -2.51215 1.48430 -4.35030 -0.7 -0.8 -0.3 0.00
C -2.58754 0.36798 -3.36222 0.7 -1.8 1.0 0.00
S -0.82449 -0.05465 -2.96330 0.9 -0.2 -0.2 0.00
O -0.25598 -0.91570 -3.99728 -1.0 0.6 0.9 0.00
O -0.63831 -0.45735 -1.55989 -0.7 0.5 -1.7 0.01
C -0.21385 1.61756 -3.29959 -0.9 0.8 0.4 0.00
H -1.89150 3.07775 -3.08324 0.2 -0.4 0.5 0.00
H -1.14713 3.13271 -4.59675 0.3 -0.2 -0.2 0.00
H -2.36027 1.04231 -5.33503 0.6 0.2 -0.1 0.00
H -3.51840 1.89842 -4.41407 0.1 0.5 0.1 0.00
H -2.96409 -0.59067 -3.71902 -0.2 0.1 -0.2 0.00
H -3.10645 0.61172 -2.43516 0.2 0.2 0.1 0.00
H 0.60748 1.59460 -4.01583 -0.1 -0.3 0.2 0.00
H 0.10749 2.04850 -2.35137 0.3 -0.2 0.0 0.00
```
Positions in Å, forces in eV/Å.

Computed properties:
Max |F|   4.03 eV Å⁻¹
Energy above the lowest of the compared OMol25 structures with the same formula, charge and spin   0.0 kJ/mol
Gap between HOMO and LUMO (alpha / beta)   8.49 / 8.46 eV
2S+1   3


Entry 4:
Here is a cluster of 6 separate species, C20H36N2O4 in total from the Open Molecules 2025 dataset. Energies are from ωB97M-V/def2-TZVPD.

XYZ file:
```
62
Properties=species:S:1:pos:R:3:forces:R:3:lowdin_spin:R:1
C 0.17700 1.07602 -0.58230 1.6 0.0 -1.9 0.00
C -0.94798 0.57362 0.18278 -2.8 -1.5 1.4 0.00
O -1.77223 -0.47599 -0.20880 1.6 0.6 -0.2 0.00
H 0.85334 0.27877 -0.89063 0.1 0.0 -0.3 0.00
H 0.76318 1.78353 0.00414 0.0 0.2 0.1 0.00
H -0.26159 1.59471 -1.43477 0.6 0.0 -0.5 0.00
H -1.53731 1.49031 0.20448 -1.0 0.7 0.8 0.00
H -0.55444 0.44272 1.19079 0.0 -0.2 1.0 0.00
C -2.60946 0.73331 3.86014 0.6 -0.1 -1.4 0.02
C -3.22696 -0.53492 4.56848 0.8 1.3 -1.1 0.08
O -3.42572 -1.70823 3.82564 0.3 1.7 1.1 0.84
H -1.54621 0.71156 3.62109 0.4 -0.7 0.6 0.00
H -2.72235 1.67030 4.40549 -0.4 -0.3 0.5 0.00
H -2.92191 0.94898 2.83839 -1.0 -0.3 0.0 0.00
H -4.07259 -0.11903 5.11625 -0.7 -0.8 0.0 0.01
H -2.45203 -0.68912 5.31935 0.1 -1.0 0.3 0.05
C 3.38571 0.20482 -4.61168 -2.5 0.7 -0.8 0.00
C 2.44274 0.50344 -3.42105 2.0 0.9 1.2 0.00
C 1.00256 0.49128 -3.86216 0.0 -1.3 -0.9 0.00
O 1.04806 0.24825 -5.28636 1.3 -0.2 -0.1 0.00
C 2.40673 0.51409 -5.74919 -1.2 -0.3 -1.1 0.00
H 3.54662 -0.86895 -4.70775 0.8 0.2 0.3 0.00
H 4.22487 0.89969 -4.64430 0.3 -0.7 0.1 0.00
H 2.74261 1.47030 -3.01688 -0.2 0.2 0.0 0.00
H 2.72503 -0.19248 -2.63105 -0.7 -0.1 0.2 0.00
H 0.37228 1.36986 -3.72455 0.4 0.1 0.5 0.00
H 0.56216 -0.37687 -3.37177 -0.6 0.1 -0.2 0.00
H 2.38378 1.49857 -6.21649 0.5 0.6 0.6 0.00
H 2.58812 -0.11708 -6.61914 -0.1 -0.4 0.0 0.00
C 1.10484 -1.65444 2.65275 -1.1 -0.1 0.3 0.00
C 2.01874 -2.05242 3.78661 -0.2 -3.3 0.6 0.00
C 1.09073 -2.94596 4.81954 -0.7 2.6 -1.3 0.00
O -0.26332 -3.09760 4.17151 2.0 1.4 0.7 0.00
C -0.13269 -2.63646 2.78882 1.7 -0.3 -0.3 0.00
H 1.55837 -1.75474 1.66668 0.1 -0.4 0.0 0.00
H 0.82709 -0.60043 2.65807 -0.4 0.0 0.4 0.00
H 2.69045 -1.35601 4.28852 -0.6 0.4 0.0 0.00
H 2.67267 -2.82002 3.37275 0.4 0.1 -0.1 0.00
H 1.04010 -2.29821 5.69472 -0.8 0.0 0.2 0.00
H 1.51493 -3.86737 5.21850 -0.1 -0.4 -0.8 0.00
H -0.97553 -2.18313 2.26708 -0.6 0.0 1.0 0.00
H 0.05934 -3.58650 2.29017 0.3 0.2 -0.7 0.00
N -1.56892 4.28968 -0.05592 0.6 -2.9 -1.1 0.00
C -1.67516 5.30870 0.74912 0.1 -0.6 4.4 0.00
C -1.81941 6.45274 0.11999 -0.3 2.0 -2.0 0.00
C -1.80554 6.10805 -1.25957 0.2 -1.7 -0.4 0.00
C -1.63219 4.66230 -1.35244 -0.3 4.3 -0.4 0.00
H -1.38180 3.37268 0.32382 -0.1 -0.3 -0.5 0.00
H -1.64349 5.12965 1.81370 0.0 0.0 0.0 0.00
H -1.91888 7.41548 0.59920 -0.1 0.0 -0.3 0.00
H -1.92883 6.85193 -2.03277 0.1 -0.4 -0.3 0.00
H -1.43951 4.10566 -2.25767 -0.2 -0.4 0.5 0.00
N -0.68490 -2.93086 -1.18124 0.8 0.3 0.2 0.00
C 0.67696 -2.67508 -1.35121 -3.2 0.7 0.6 0.00
C 1.09984 -3.71043 -2.07888 3.2 -1.7 0.3 0.00
C 0.15850 -4.78144 -2.03362 0.0 0.8 -2.1 0.00
C -1.00313 -4.14846 -1.67387 -0.4 -0.1 1.1 0.00
H -1.28011 -2.23191 -0.76017 -0.6 1.0 0.4 0.00
H 1.10096 -1.86752 -0.77286 0.2 0.2 -0.7 0.00
H 2.11293 -3.70073 -2.45296 0.2 -0.7 0.1 0.00
H 0.29062 -5.76222 -2.46606 -0.2 0.1 -0.1 0.00
H -2.03767 -4.45636 -1.71045 0.1 -0.2 0.2 0.00
```
Positions in Å, forces in eV/Å.

Computed properties:
Charge   -1
Max |F|   4.49 eV Å⁻¹
Gap between HOMO and LUMO (alpha / beta)   6.62 / 4.91 eV
2S+1   2